Record 1
Computed, not measured: C40H108N14O17 as an isolated structure in a non-equilibrium geometry, with ωB97M-V with the def2-TZVPD basis set.

```
179
Properties=species:S:1:pos:R:3:lowdin_charge:R:1
C 22.049 3.690 21.777 -0.557
O 21.245 4.431 22.362 -0.081
N 22.368 2.443 22.253 0.197
N 22.671 4.051 20.585 0.147
H 22.042 2.219 23.176 0.081
H 23.039 1.859 21.799 0.096
H 22.805 3.343 19.885 0.088
H 22.367 4.941 20.227 0.073
C 20.185 3.347 24.064 -0.605
O 20.282 2.277 24.673 -0.016
N 19.420 3.553 22.925 0.145
N 20.810 4.490 24.562 0.034
H 19.126 4.489 22.668 0.056
H 18.919 2.719 22.663 0.109
H 20.745 5.339 24.026 0.019
H 21.349 4.466 25.405 0.016
C 23.348 7.363 30.936 -0.614
O 22.614 8.143 31.518 0.032
N 24.059 6.354 31.595 0.157
N 23.677 7.490 29.586 0.151
H 23.720 6.149 32.520 0.105
H 24.509 5.690 31.011 0.044
H 23.140 8.118 28.987 0.055
H 24.483 7.073 29.174 0.083
C 20.175 8.558 20.218 -0.633
O 19.814 9.142 19.201 0.013
N 21.097 7.501 20.211 0.140
N 19.608 8.778 21.465 0.171
H 21.614 7.322 21.059 0.068
H 21.556 7.364 19.324 0.090
H 18.798 9.371 21.474 0.072
H 19.907 8.284 22.296 0.046
C 15.929 8.585 22.906 -0.072
O 16.223 7.293 23.419 -0.224
C 15.212 6.328 23.248 -0.225
C 15.425 5.055 24.014 -0.196
N 15.570 5.372 25.437 -0.042
C 15.742 4.172 26.249 -0.214
C 16.126 4.615 27.659 -0.230
O 17.205 5.508 27.649 -0.200
C 18.387 4.885 27.141 -0.064
H 14.880 8.866 23.076 0.090
H 16.111 8.576 21.820 0.100
H 16.519 9.386 23.346 0.065
H 14.992 6.152 22.179 0.132
H 14.239 6.767 23.529 0.123
H 16.313 4.503 23.659 0.114
H 14.598 4.348 23.941 0.125
H 16.305 6.051 25.577 0.088
H 16.618 3.634 25.845 0.099
H 14.904 3.480 26.294 0.123
H 16.387 3.711 28.228 0.126
H 15.283 5.160 28.086 0.124
H 18.195 3.917 26.679 0.086
H 18.973 4.763 28.048 0.087
H 18.844 5.522 26.391 0.069
C 12.942 10.458 25.357 -0.108
O 13.714 11.268 24.535 -0.171
C 14.884 11.751 25.137 -0.251
C 15.729 12.553 24.186 -0.177
N 15.851 11.873 22.893 -0.056
C 16.555 12.635 21.881 -0.207
C 16.884 11.719 20.735 -0.221
O 15.778 11.116 20.064 -0.203
C 14.876 12.050 19.463 -0.102
H 13.509 9.567 25.671 0.088
H 12.224 9.949 24.707 0.093
H 12.436 10.969 26.172 0.095
H 15.497 10.895 25.483 0.084
H 14.714 12.315 26.068 0.127
H 16.744 12.668 24.567 0.109
H 15.274 13.540 24.002 0.124
H 14.935 11.506 22.668 0.106
H 17.535 12.897 22.290 0.125
H 15.986 13.520 21.572 0.117
H 17.487 10.857 21.014 0.095
H 17.522 12.195 19.975 0.127
H 14.313 11.458 18.734 0.087
H 15.489 12.702 18.815 0.093
H 14.224 12.583 20.158 0.083
C 19.450 10.351 24.815 -0.085
O 18.860 9.180 24.289 -0.190
C 19.245 8.034 25.053 -0.177
C 19.667 6.934 24.122 -0.227
N 21.027 7.052 23.549 -0.017
C 22.068 7.150 24.581 -0.138
C 22.357 5.855 25.326 -0.203
O 21.415 5.430 26.276 -0.222
C 21.422 6.177 27.483 -0.030
H 19.224 11.177 24.140 0.085
H 20.534 10.272 24.922 0.076
H 18.998 10.594 25.785 0.070
H 18.310 7.757 25.550 0.097
H 19.957 8.215 25.859 0.094
H 18.998 6.891 23.258 -0.043
H 19.467 5.951 24.569 0.103
H 21.220 6.159 23.077 0.070
H 21.966 8.021 25.228 0.098
H 23.001 7.374 24.050 0.111
H 23.349 5.898 25.802 0.121
H 22.422 5.033 24.611 0.123
H 22.442 6.219 27.860 0.071
H 20.839 5.633 28.222 0.084
H 20.943 7.134 27.289 0.071
C 16.368 8.899 27.136 -0.059
O 17.085 10.006 27.673 -0.188
C 16.319 11.178 27.733 -0.253
C 17.228 12.415 27.744 -0.184
N 18.447 12.197 28.543 -0.046
C 18.224 12.531 29.997 -0.177
C 19.487 12.152 30.738 -0.262
O 19.427 10.764 30.871 -0.231
C 20.236 10.252 31.932 -0.085
H 15.636 8.581 27.884 0.104
H 17.081 8.096 26.972 0.062
H 15.882 9.172 26.196 0.071
H 15.737 11.205 28.676 0.128
H 15.532 11.223 26.969 0.048
H 16.731 13.327 28.059 0.118
H 17.580 12.483 26.707 0.093
H 18.556 11.185 28.645 0.067
H 17.458 11.843 30.381 0.122
H 17.951 13.585 30.047 0.116
H 19.512 12.649 31.717 0.118
H 20.403 12.471 30.231 0.121
H 21.306 10.378 31.714 0.077
H 20.144 9.168 31.906 0.083
H 19.956 10.787 32.842 0.089
C 22.084 1.375 28.923 -0.083
O 23.413 1.505 29.427 -0.190
C 23.772 2.839 29.633 -0.262
C 25.064 2.858 30.436 -0.202
N 26.170 2.612 29.498 -0.056
C 27.473 2.410 30.176 -0.211
C 27.906 3.585 31.019 -0.241
O 27.230 3.586 32.258 -0.203
C 27.788 4.492 33.167 -0.122
H 21.922 2.075 28.091 0.086
H 21.414 1.724 29.728 0.088
H 21.832 0.365 28.627 0.086
H 22.990 3.300 30.262 0.118
H 23.817 3.476 28.742 0.124
H 25.073 2.122 31.240 0.131
H 25.119 3.890 30.775 0.081
H 25.986 1.666 29.159 0.106
H 28.201 2.234 29.383 0.116
H 27.444 1.495 30.789 0.124
H 27.651 4.467 30.404 0.129
H 28.986 3.550 31.202 0.121
H 27.703 5.532 32.846 0.090
H 28.844 4.249 33.365 0.087
H 27.345 4.338 34.151 0.088
C 20.946 9.704 28.378 -0.051
O 22.230 9.316 27.915 -0.239
C 22.918 10.211 27.111 -0.234
C 24.377 9.855 26.978 -0.190
N 24.621 8.621 26.220 -0.037
C 26.010 8.485 25.765 -0.204
C 26.127 7.231 24.933 -0.252
O 25.477 7.423 23.709 -0.208
C 25.759 6.447 22.740 -0.101
H 20.292 9.945 27.538 0.074
H 21.055 10.434 29.170 0.081
H 20.513 8.791 28.789 0.100
H 22.856 11.243 27.482 0.132
H 22.507 10.260 26.092 0.112
H 24.739 9.604 27.997 0.118
H 24.994 10.706 26.699 0.124
H 24.534 7.788 26.794 0.084
H 26.739 8.454 26.588 0.120
H 26.268 9.319 25.109 0.125
H 25.704 6.335 25.422 0.118
H 27.182 6.955 24.771 0.123
H 26.824 6.504 22.511 0.088
H 25.148 6.562 21.851 0.083
H 25.484 5.476 23.171 0.089
O 18.464 6.140 22.380 -0.051
H 18.486 6.435 21.460 0.101
H 17.738 6.689 22.809 0.087
```

Results
Strongest force on any atom ... 8.51 eV/Å
Kohn-Sham gap ... 7.9338 eV
ΔE to the lowest compared entry with this formula, charge and spin ... 207.8 kcal per mole
2S+1 ... 1
Net charge ... 0
E ... -3634.052643 hartree


Record 2
Computed, not measured: a 10-piece molecular cluster, C40H110N10O10 overall in a non-equilibrium geometry, with ωB97M-V with the def2-TZVPD basis set.

```
170
Properties=species:S:1:pos:R:3:lowdin_charge:R:1
C 11.410 19.507 8.423 -0.080
O 12.349 20.506 8.841 -0.189
C 13.452 20.532 7.927 -0.218
C 14.091 21.859 8.111 -0.429
C 13.118 23.022 7.878 -0.050
N 15.358 22.053 7.421 0.041
H 11.667 18.460 8.740 0.078
H 11.381 19.483 7.300 0.095
H 10.383 19.768 8.721 0.092
H 14.199 19.739 8.067 0.108
H 13.143 20.385 6.987 0.078
H 14.382 21.833 9.180 0.113
H 12.765 22.995 6.825 0.088
H 13.641 24.009 7.995 0.087
H 12.236 23.102 8.487 0.055
H 15.293 22.427 6.484 0.084
H 15.994 22.646 7.953 0.075
C 19.489 19.076 14.013 -0.142
O 18.508 18.124 14.241 -0.208
C 18.623 16.937 13.384 -0.173
C 17.846 15.792 13.991 -0.431
C 18.529 15.389 15.266 -0.068
N 17.823 14.592 13.103 0.056
H 19.387 19.887 14.779 0.104
H 19.357 19.562 13.070 0.039
H 20.505 18.578 14.080 0.108
H 18.201 17.150 12.363 0.108
H 19.717 16.787 13.294 0.124
H 16.798 16.138 14.100 0.125
H 17.937 14.663 15.828 0.071
H 18.782 16.215 15.914 0.074
H 19.456 14.841 15.058 0.088
H 17.541 14.810 12.154 0.044
H 17.199 13.886 13.516 0.062
C 13.850 16.240 7.787 -0.113
O 15.227 16.087 7.840 -0.228
C 15.624 14.845 7.201 -0.153
C 15.380 13.696 8.175 -0.424
C 16.317 13.784 9.380 -0.046
N 15.664 12.463 7.459 0.035
H 13.512 16.318 6.736 0.107
H 13.774 17.255 8.229 0.074
H 13.323 15.484 8.365 0.071
H 15.058 14.692 6.311 0.112
H 16.658 14.969 6.937 0.112
H 14.343 13.664 8.487 0.119
H 17.357 13.933 9.179 0.077
H 16.148 12.967 10.103 0.081
H 16.094 14.658 9.968 0.032
H 14.983 12.373 6.750 0.050
H 15.558 11.600 8.002 0.083
C 14.277 19.233 14.681 -0.096
O 13.520 18.818 13.553 -0.214
C 14.162 17.720 12.858 -0.160
C 15.013 18.172 11.681 -0.403
C 14.237 18.962 10.750 -0.060
N 15.577 16.950 10.992 0.089
H 14.652 18.421 15.388 0.115
H 13.634 19.911 15.202 0.047
H 15.177 19.798 14.338 0.098
H 14.813 17.167 13.511 0.091
H 13.340 17.102 12.554 0.107
H 15.848 18.718 12.066 0.119
H 14.818 19.515 9.988 0.082
H 13.616 19.715 11.269 0.065
H 13.499 18.304 10.265 0.079
H 15.032 16.767 10.138 0.040
H 16.566 17.082 10.682 0.036
C 12.048 15.188 10.822 -0.122
O 11.539 14.134 10.047 -0.188
C 11.574 12.884 10.672 -0.259
C 10.813 11.882 9.900 -0.420
C 9.295 12.020 10.152 -0.043
N 11.324 10.552 10.324 0.057
H 11.515 15.195 11.811 0.104
H 11.778 16.124 10.330 0.076
H 13.112 15.102 10.946 0.066
H 12.630 12.570 10.868 0.122
H 11.199 13.055 11.703 0.129
H 11.041 12.042 8.832 0.142
H 8.654 11.366 9.480 0.098
H 9.014 13.047 10.093 0.065
H 9.110 11.662 11.140 0.065
H 12.231 10.401 9.989 0.047
H 10.735 9.945 9.846 0.040
C 9.287 17.864 12.119 -0.116
O 9.332 19.231 11.787 -0.166
C 10.301 19.914 12.540 -0.228
C 9.968 20.378 13.961 -0.402
C 9.174 21.738 13.878 -0.034
N 11.165 20.496 14.799 0.061
H 8.405 17.381 11.651 0.097
H 9.271 17.556 13.195 0.096
H 10.223 17.413 11.750 0.063
H 11.236 19.338 12.549 0.107
H 10.579 20.805 12.010 0.103
H 9.413 19.568 14.446 0.127
H 9.019 22.203 14.880 0.084
H 8.241 21.628 13.360 0.061
H 9.824 22.390 13.258 0.067
H 11.771 21.238 14.398 0.057
H 11.638 19.627 14.707 0.032
C 16.723 25.824 12.002 -0.068
O 16.590 24.430 11.525 -0.237
C 17.890 23.950 11.039 -0.178
C 17.831 22.448 10.758 -0.476
C 17.345 21.716 11.976 -0.049
N 19.121 21.921 10.430 0.052
H 17.274 26.379 11.276 0.063
H 17.315 25.836 12.950 0.098
H 15.750 26.276 12.123 0.067
H 18.017 24.531 10.137 0.114
H 18.734 24.152 11.697 0.125
H 17.144 22.309 9.879 0.117
H 17.533 20.645 11.958 0.051
H 16.268 21.868 11.983 0.054
H 17.889 22.105 12.863 0.105
H 19.622 22.524 9.774 0.086
H 18.991 20.988 10.075 0.036
C 14.298 13.297 13.216 -0.145
O 15.114 12.456 13.911 -0.191
C 14.743 12.054 15.197 -0.239
C 15.585 10.949 15.727 -0.454
C 15.564 9.727 14.759 -0.039
N 15.147 10.562 17.055 0.044
H 14.459 14.370 13.510 0.095
H 13.251 13.095 13.242 0.070
H 14.626 13.395 12.160 0.079
H 14.771 12.954 15.892 0.147
H 13.702 11.666 15.145 0.134
H 16.573 11.399 15.873 0.143
H 15.864 10.044 13.735 0.085
H 14.586 9.277 14.699 0.067
H 16.169 8.946 15.203 0.069
H 15.293 11.328 17.623 0.033
H 14.137 10.319 17.027 0.096
C 13.514 22.845 15.760 -0.107
O 13.026 22.949 14.468 -0.226
C 13.786 23.603 13.543 -0.239
C 13.052 23.568 12.208 -0.370
C 13.159 22.198 11.440 -0.044
N 13.571 24.701 11.397 0.041
H 13.682 23.802 16.180 0.076
H 14.387 22.167 15.816 0.091
H 12.681 22.300 16.247 0.094
H 13.806 24.676 13.787 0.126
H 14.829 23.181 13.456 0.138
H 11.951 23.773 12.408 0.149
H 12.934 21.319 12.087 0.066
H 14.182 22.072 11.125 0.044
H 12.477 22.294 10.581 0.069
H 14.381 24.379 10.894 0.037
H 12.892 25.024 10.683 0.082
C 20.466 18.251 10.298 -0.138
O 19.603 18.498 9.249 -0.190
C 18.250 18.155 9.479 -0.217
C 17.376 18.634 8.339 -0.454
C 17.646 17.869 7.043 -0.034
N 17.404 20.063 8.296 0.080
H 20.308 18.938 11.173 0.075
H 21.517 18.450 9.905 0.111
H 20.484 17.224 10.741 0.091
H 18.278 17.055 9.588 0.131
H 17.868 18.748 10.360 0.121
H 16.383 18.362 8.564 0.088
H 18.701 18.035 6.747 0.090
H 16.868 18.093 6.318 0.080
H 17.521 16.791 7.318 0.061
H 18.271 20.367 7.902 0.077
H 16.657 20.456 7.754 0.028
```

Results
Strongest force on any atom ... 4.15 eV/Å
SMILES ... COC[C@H](C)N.COC[C@H](C)N.COC[C@H](C)N.COC[C@H](C)N.COC[C@H](C)N.COC[C@H](C)N.COC[C@H](C)N.COC[C@H](C)N.COC[C@H](C)N.COC[C@H](C)N
Kohn-Sham gap ... 9.1927 eV
ΔE to the lowest compared entry with this formula, charge and spin ... 69.6 kcal per mole
2S+1 ... 1
Net charge ... 0
E ... -2889.700213 hartree


Across the entries above, molar mass takes the values 1057.38; 891.38 g mol⁻¹, respectively.